# 1
A structure of composition C28H25ClN4O2Tb in a non-equilibrium geometry. Source: the OMol25 dataset; level of theory: the ωB97M-V functional and the def2-TZVPD basis.

Geometry as ORCA input:
```
! RIJCOSX wB97M-V def2-TZVPD def2/J DEFGRID3
* xyz 1 7
Tb 12.0713 12.4480 6.3917
Cl 14.5306 7.0637 5.2130
O 8.7329 15.3118 7.1062
O 15.6963 14.9726 6.4604
N 14.1015 13.2769 6.3658
N 12.1604 14.9429 6.4004
N 12.0939 10.0543 6.0532
N 10.1040 13.4587 6.7107
C 11.0387 15.6452 6.6136
C 14.9242 12.1904 6.6697
C 7.7154 10.6155 7.1129
C 13.4700 11.8569 8.7457
C 11.4036 8.1860 7.3906
C 12.2802 17.6913 6.5474
C 7.8603 10.0107 5.8725
C 10.3507 12.2749 4.0662
C 13.0656 9.3082 5.5364
C 16.3605 12.6215 4.5672
C 16.6232 10.6600 6.1541
C 13.3483 15.5388 6.3722
C 13.2710 7.9709 5.9338
C 8.2495 12.4955 8.7441
C 11.2295 9.4672 6.9390
C 13.4666 16.9351 6.4284
C 15.9722 11.8155 5.7923
C 12.4628 7.4270 6.9017
C 16.3195 9.8911 7.2531
C 14.5567 11.4285 7.7633
C 9.2367 12.3777 6.4391
C 8.3862 11.8017 7.4071
C 9.7937 14.7791 6.8358
C 14.5516 14.5829 6.3572
C 9.4627 11.7433 5.2039
C 8.7326 10.5584 4.9644
C 15.2398 10.2323 8.0519
C 11.0599 17.0414 6.6529
H 8.8916 9.9781 4.0161
H 7.0354 10.1423 7.8159
H 9.1878 12.6542 9.3024
H 16.7244 13.5891 4.8372
H 13.1680 12.8924 8.6380
H 14.3982 17.4221 6.3379
H 11.3732 11.8932 4.0709
H 12.3529 18.7689 6.6129
H 17.4578 10.4015 5.5216
H 7.7697 13.4884 8.5783
H 10.3749 10.0727 7.2943
H 10.1685 17.6078 6.8117
H 7.5618 11.8346 9.3385
H 12.5573 11.2129 8.7501
H 10.3747 13.3626 4.0286
H 15.0291 9.6308 8.9259
H 15.4295 12.8046 4.0143
H 9.9892 11.9356 3.1035
H 16.9880 9.0593 7.4901
H 13.7733 9.7255 4.8307
H 7.3824 9.0427 5.6449
H 17.0665 12.0485 3.9838
H 10.6835 7.8020 8.1207
H 13.8918 11.8203 9.7620
H 12.6687 6.4394 7.2548
*
```

- E (Ha) = -2736.0570
- Kohn-Sham gap (spin up / spin down) (eV) = 8.12 / 8.20
- highest occupied orbital energy (spin up / spin down) (eV) = -11.506 / -11.543
- LUMO (spin up / spin down) (eV) = -3.382 / -3.342


# 2
A cluster of 2 separate species, C28H25F5N2O4 in total in a non-equilibrium geometry. Source: the OMol25 dataset; level of theory: the ωB97M-V functional and the def2-TZVPD basis.

Geometry as ORCA input:
```
! RIJCOSX wB97M-V def2-TZVPD def2/J DEFGRID3
* xyz 0 1
F -0.6625 -0.4836 -3.6358
F 4.0467 -0.8184 -3.8702
F 4.2036 1.7808 -4.7856
F 1.9353 3.3349 -4.7793
F -0.5166 2.1985 -4.3112
O 1.1299 1.5363 2.7486
O 1.7403 -0.5412 3.3733
O -0.0873 -2.1818 -0.0362
O -1.4747 2.0281 3.1608
N 1.3119 -3.7776 -2.0132
N 1.6803 -1.9831 -3.1888
C 4.0393 -1.1356 3.5844
C 0.6449 -1.6174 -0.8859
C 0.5372 0.1040 -3.8697
C -1.6316 0.8182 3.2198
C 0.1489 0.6339 -0.0841
C 1.0818 4.0550 -1.2989
C 0.9549 -0.1867 -0.8115
C 3.0080 1.2430 -4.4624
C 1.8470 2.0156 -4.5091
C -3.1906 -1.1515 3.8573
C -1.0834 4.2077 -0.2251
C 3.0771 0.0108 3.4339
C 0.6004 1.4406 -4.2477
C 1.7021 -0.6378 -3.6881
C 1.8978 -4.1840 -3.2054
C 2.9225 -0.0780 -4.0370
C -0.0457 4.8078 -0.9500
C -3.0701 0.2777 3.3652
C 0.8782 -4.7400 -1.0192
C 2.1361 -3.0712 -3.9300
C -0.7489 -1.5851 3.3104
C 0.8152 0.3987 3.0627
C 1.1946 2.7263 -0.8931
C 0.1141 2.0750 -0.2651
C -0.5657 -0.1473 3.1194
C 1.2070 -2.4202 -1.9995
C -2.2050 -2.0773 3.1361
C -1.0140 2.8538 0.0864
H -0.4086 -1.8402 4.3340
H 1.7260 -5.3836 -0.7528
H -0.1106 5.8596 -1.2310
H -3.6146 0.9593 4.0298
H 3.8434 -1.6921 4.5065
H 3.2738 0.5829 2.5190
H 2.1213 2.1696 -1.0395
H -2.2815 -3.1034 3.5254
H -1.9479 4.7939 0.0943
H -1.8207 2.3657 0.6295
H 1.8584 0.1433 -1.3272
H -2.9908 -1.1878 4.9353
H 2.1122 -5.2165 -3.4348
H 3.9734 -1.8117 2.7260
H 1.8910 4.4993 -1.8800
H 5.0687 -0.7693 3.6333
H 3.1229 0.6895 4.2964
H -0.5906 0.1842 0.5846
H 0.0919 -5.3744 -1.4479
H -4.2163 -1.5073 3.7009
H -0.0952 -2.1266 2.6075
H 0.4868 -4.2194 -0.1461
H -3.5365 0.3590 2.3694
H 2.5692 -2.9549 -4.9101
H -2.4389 -2.1153 2.0605
*
```

- E (Ha) = -1991.6210
- Kohn-Sham gap (eV) = 3.23
- highest occupied orbital energy (eV) = -5.246
- LUMO (eV) = -2.017


# 3
A structure of composition C28H25HoNO3S in a non-equilibrium geometry. Source: the OMol25 dataset; level of theory: the ωB97M-V functional and the def2-TZVPD basis.

Geometry as ORCA input:
```
! RIJCOSX wB97M-V def2-TZVPD def2/J DEFGRID3
* xyz 1 5
Ho 0.4016 -0.0909 -1.0327
S 0.3848 -1.6959 -3.6940
O 1.2990 -0.6215 -3.0483
O -1.2430 -3.7566 0.0781
O -0.8462 -1.6595 -0.6428
N 1.7733 -1.9694 -0.3009
C 1.3962 0.9492 1.5643
C -1.2425 -1.0078 -3.4825
C -2.0521 3.8046 4.3588
C 3.6746 -3.2144 0.4032
C 2.6925 0.9803 1.0483
C -1.3796 0.3707 -3.3672
C -2.3416 -1.8474 -3.4219
C 1.2066 0.3091 2.8001
C -3.7707 0.0936 -3.1230
C -0.9019 4.2921 4.9655
C 0.5908 -1.4701 -5.4383
C 3.7803 0.4750 1.7599
C 0.9863 -2.9799 0.1061
C 2.2760 -0.2203 3.4972
C -5.1419 0.6840 -2.9372
C -0.4948 -2.8465 -0.1366
C -0.7383 2.9858 2.5004
C 3.0951 -2.0946 -0.1607
C -2.6462 0.9121 -3.1879
C -0.6679 2.2931 1.1885
C 3.5740 -0.1282 2.9866
C 0.4072 3.4934 3.1121
C 0.2777 1.4632 0.7361
C 0.3268 4.1424 4.3348
C -1.9692 3.1665 3.1290
C 2.8556 -4.2381 0.8478
C 1.4838 -4.1254 0.6900
C -3.5949 -1.2860 -3.2483
H -1.5115 2.5189 0.5343
H -2.7578 1.9857 -3.0940
H 4.7502 -3.2681 0.4967
H -4.4569 -1.9385 -3.1780
H -0.5206 1.0253 -3.4872
H 4.7812 0.5563 1.3522
H -0.9627 4.8003 5.9190
H 4.4101 -0.5257 3.5475
H -0.1839 -2.0598 -5.9290
H 1.5791 -1.8402 -5.7063
H -5.5908 0.9122 -3.9060
H -2.2223 -2.9240 -3.4563
H -5.8055 -0.0074 -2.4204
H -3.0132 3.9288 4.8409
H 0.4832 -0.4090 -5.6586
H 1.2238 4.5402 4.7926
H 0.7898 -4.8949 0.9954
H 1.3665 3.3901 2.6194
H -2.8699 2.7954 2.6512
H -5.0990 1.6095 -2.3651
H 0.2052 0.2489 3.2112
H 3.2817 -5.1197 1.3083
H 2.8636 1.4739 0.0920
H 3.7018 -1.2678 -0.5014
H 2.1067 -0.6931 4.4571
*
```

- E (Ha) = -2708.5634
- Kohn-Sham gap (spin up / spin down) (eV) = 7.10 / 7.13
- highest occupied orbital energy (spin up / spin down) (eV) = -10.172 / -10.176
- LUMO (spin up / spin down) (eV) = -3.077 / -3.045


# 4
A structure of composition C28H25IrN7OS2 in a non-equilibrium geometry. Source: the OMol25 dataset; level of theory: the ωB97M-V functional and the def2-TZVPD basis.

Geometry as ORCA input:
```
! RIJCOSX wB97M-V def2-TZVPD def2/J DEFGRID3
* xyz 2 6
Ir 0.0679 -0.5904 -0.3712
S -0.0372 -2.0234 -2.4264
S -5.9729 -6.7952 -0.7866
O -8.3983 -5.6362 -0.6102
N -0.8995 2.1236 0.6858
N 1.6317 -0.8002 1.4028
N 1.7154 0.3535 -1.7199
N -1.2326 1.1461 -1.3937
N 1.9650 -0.3274 -2.9282
N -0.0705 1.1747 0.9628
N 1.5871 -2.0004 -4.4648
C 1.1412 2.1004 4.3233
C 2.5960 -2.7903 0.5060
C -2.7014 2.1810 -2.9594
C -2.0654 -2.6467 0.6501
C 3.6775 -3.6240 0.3367
C 2.0627 -0.0262 3.6828
C 3.9659 -1.3143 1.8491
C -4.3840 -3.3863 0.6487
C 4.8984 -3.3303 0.9397
C 1.4509 0.0716 2.4181
C -4.8863 -5.5964 -0.1531
C -2.5947 -4.9871 0.2705
C 0.4124 2.1583 3.1430
C 2.7038 -1.6206 1.2905
C 0.5505 1.1580 2.1811
C 1.9485 1.0015 4.5982
C -1.2741 -1.7265 0.4731
C -7.2174 -5.1475 -2.6671
C -1.4856 2.1486 -0.5070
C -3.5207 -5.9301 -0.0908
C -1.8457 1.1662 -2.5700
C 5.0295 -2.1700 1.6901
C 1.2593 -1.4076 -3.3173
C -2.3569 3.2139 -0.8355
C -7.4726 -5.7049 -1.3256
C -5.3085 -4.3257 0.2697
C -3.0063 -3.6765 0.5897
C -2.9594 3.2300 -2.0673
H -2.5218 3.9813 -0.0964
H 3.5786 -4.5175 -0.2602
H 1.0565 -2.8061 -4.7560
H -7.9606 -4.3863 -2.8995
H -1.6365 0.3329 -3.2293
H -1.5404 -5.2159 0.2712
H 1.4325 1.3189 -1.9134
H 2.5959 -0.9293 3.9362
H -3.1547 2.1576 -3.9365
H -3.6285 4.0340 -2.3403
H -6.2107 -4.7407 -2.7545
H 2.7454 -0.0131 -3.4974
H 5.9783 -1.9260 2.1386
H 2.3031 -1.6625 -5.0892
H -4.7002 -2.4027 0.9579
H -6.3599 -4.0859 0.2927
H 4.1016 -0.3729 2.3564
H 1.0569 2.9010 5.0419
H -3.2118 -6.9239 -0.3770
H 5.7433 -3.9862 0.8105
H 1.6279 -3.0347 0.0838
H 2.5744 0.3946 -1.1677
H -7.3132 -5.9576 -3.3937
H -0.2488 2.9839 2.9378
H 2.4851 0.9435 5.5314
*
```

- E (Ha) = -2440.5286
- Kohn-Sham gap (spin up / spin down) (eV) = 5.94 / 4.86
- highest occupied orbital energy (spin up / spin down) (eV) = -11.345 / -13.074
- LUMO (spin up / spin down) (eV) = -5.403 / -8.214


# 5
A structure of composition C28H25N10OP2SSc in a non-equilibrium geometry. Source: the OMol25 dataset; level of theory: the ωB97M-V functional and the def2-TZVPD basis.

Geometry as ORCA input:
```
! RIJCOSX wB97M-V def2-TZVPD def2/J DEFGRID3
* xyz 0 1
Sc 0.1680 -1.7940 0.3389
S 0.1346 -2.6925 2.7563
P 0.2956 0.4931 -1.4666
P -0.6911 0.6306 1.3963
O -1.0760 -2.1905 1.9555
N 0.8603 -2.4335 -1.5896
N 0.8508 -4.8311 -1.7527
N 0.6779 -6.1064 0.2838
N 1.3608 -1.4815 -2.4122
N 1.3128 -2.1081 2.0512
N 0.3248 -5.7850 1.5040
N 1.7828 -3.3359 -3.3771
N 1.8854 -2.0276 -3.4427
N -0.0378 -4.5550 1.5533
N 0.0581 -3.9916 0.3327
C 2.7834 0.0670 -0.2950
C -4.9346 -1.1511 1.1973
C 0.5320 0.8809 3.8576
C -0.5161 0.2550 -4.0854
C 0.3884 0.9014 -3.2507
C 1.2732 2.0610 -5.1537
C -4.2319 -0.8660 0.0397
C 0.6877 1.3575 5.1491
C 4.0453 0.4072 0.1586
C 4.4472 1.7349 0.1664
C -2.9686 -0.3064 0.1158
C -3.1282 -0.2758 2.5139
C 0.3849 1.4011 -5.9852
C -0.7444 2.0099 -1.0462
C 0.5315 -4.9893 -0.4328
C 1.2822 1.8128 -3.7921
C -1.3134 2.6643 4.9104
C 3.5703 2.7171 -0.2585
C -1.4730 2.1930 3.6209
C -0.2360 2.2455 5.6762
C 1.9125 1.0394 -0.7845
C -4.3754 -0.8666 2.4323
C -0.8803 2.2252 0.4565
C -0.5192 0.5017 -5.4451
C -0.5537 1.2903 3.0908
C -2.4202 0.0259 1.3549
C 1.1590 -3.5843 -2.2282
C 2.3153 2.3747 -0.7308
H 3.8626 3.7591 -0.2350
H -4.9064 -1.1157 3.3384
H -2.0332 3.3574 5.3217
H -0.0825 2.8797 0.8193
H 1.2460 -5.6225 -2.2375
H -1.7250 1.8134 -1.4947
H -0.3593 2.9028 -1.5479
H -2.4056 -0.1355 -0.7978
H -0.1201 2.6160 6.6847
H 1.6562 3.1630 -1.0605
H -1.8409 2.6847 0.7113
H -5.9108 -1.6084 1.1412
H -1.2051 -0.4590 -3.6514
H 4.7122 -0.3703 0.4993
H -1.2142 -0.0132 -6.0914
H 1.5283 1.0339 5.7450
H -2.6842 -0.0813 3.4798
H 1.9741 2.7740 -5.5616
H -2.3228 2.5086 3.0330
H 5.4361 2.0033 0.5053
H -4.6648 -1.0902 -0.9244
H 0.4080 1.5707 -7.0525
H 2.4928 -0.9880 -0.2819
H 1.9937 2.3234 -3.1603
H 1.2399 0.1767 3.4346
*
```

- E (Ha) = -3546.4446
- Kohn-Sham gap (eV) = 8.24
- highest occupied orbital energy (eV) = -8.572
- LUMO (eV) = -0.336


# 6
A structure of composition C28H25N5OPdS. Source: the OMol25 dataset; level of theory: the ωB97M-V functional and the def2-TZVPD basis.

Geometry as ORCA input:
```
! RIJCOSX wB97M-V def2-TZVPD def2/J DEFGRID3
* xyz 0 3
Pd -0.2419 -0.3539 -0.4350
S 7.0645 1.7223 -1.9742
O 0.3254 -1.3064 1.5668
N 6.0588 2.4407 -0.9271
N 6.1452 0.4581 -2.3974
N 1.6703 1.1323 0.7611
N 1.5722 -0.7955 -1.2586
N -2.0587 -0.2714 0.5749
C 5.0124 0.5646 -1.7312
C -3.8465 0.6153 -4.7538
C 2.6111 3.1552 1.6595
C 3.9199 -1.4792 -2.6004
C -3.2295 -0.0099 -0.0156
C 0.3833 0.2077 -3.9657
C -4.1272 1.8123 -5.4039
C 1.6376 2.1708 1.5856
C 2.7163 -0.0327 -1.0612
C -0.7100 -0.9874 2.4911
C 2.7834 -2.3206 -2.6610
C 2.7186 1.0219 -0.1167
C 3.8813 -0.3568 -1.8272
C -4.4326 -0.6830 1.9240
C 1.6558 -1.9138 -2.0085
C -2.0230 2.6944 -4.6287
C 3.7310 3.0084 0.8387
C 3.8050 1.9496 -0.0331
C -4.4388 -0.1970 0.6270
C -3.2124 2.8486 -5.3356
C 4.9626 1.7063 -0.8797
C -2.0448 -0.7397 1.8274
C 0.4352 2.5343 -3.1011
C -0.8587 0.8755 -1.8112
C -0.4212 1.2642 -3.2024
C -1.7278 1.5022 -3.9767
C -2.6643 0.4677 -4.0489
C -3.2206 -0.9609 2.5291
H -1.3550 1.7035 -1.2931
H -0.1126 3.3521 -2.6301
H -3.4201 3.7878 -5.8327
H -5.0484 1.9306 -5.9592
H -2.4536 -0.4644 -3.5363
H 0.7320 -2.4663 -2.1251
H 0.7793 2.8619 -4.0854
H -0.0973 -0.7700 -3.9198
H -1.3275 3.5205 -4.5910
H -0.4368 -0.0965 3.0639
H 2.7727 -3.2268 -3.2470
H 2.5130 3.9775 2.3522
H 1.3876 0.1161 -3.5593
H -5.3600 0.0268 0.1091
H 4.5541 3.7111 0.8772
H -3.1664 0.3607 -1.0310
H -4.5526 -0.2047 -4.7990
H 0.4630 0.4997 -5.0150
H -0.8181 -1.8151 3.1941
H -5.3600 -0.8519 2.4549
H 0.7752 2.2196 2.2466
H -3.1747 -1.3494 3.5378
H 4.8230 -1.7077 -3.1511
H 1.3151 2.3219 -2.4881
H 1.0230 -0.6232 1.6315
*
```

- E (Ha) = -1957.0084
- Kohn-Sham gap (spin up / spin down) (eV) = 4.87 / 8.04
- highest occupied orbital energy (spin up / spin down) (eV) = -4.871 / -8.066
- LUMO (spin up / spin down) (eV) = 0.001 / -0.022


# 7
The ion C28H25O8S with charge -1 in a non-equilibrium geometry. Source: the OMol25 dataset; level of theory: the ωB97M-V functional and the def2-TZVPD basis.

Geometry as ORCA input:
```
! RIJCOSX wB97M-V def2-TZVPD def2/J DEFGRID3
* xyz -1 1
S 2.7263 -1.0456 0.2233
O 3.2894 -0.3368 1.3455
O -3.3519 -1.4363 -0.0774
O -2.1745 -3.1813 -1.0744
O -1.2779 5.3556 -1.1405
O -0.3359 -0.6960 2.2081
O -0.0036 -3.0643 -1.4638
O 3.2004 -0.8879 -1.1404
O -2.2191 0.3026 0.7962
C -2.6286 5.8400 -1.2239
C -0.2621 1.3178 -1.2207
C 0.8720 1.3177 1.6101
C 0.7010 2.3259 -1.3107
C -1.6104 1.6982 -1.5062
C -3.4295 -2.4532 -1.0921
C -4.5271 -3.4407 -0.6619
C 2.0335 1.8946 1.0721
C 4.3108 -4.8580 0.4351
C -1.1264 -1.0212 -0.9336
C 4.2008 -5.1198 1.8084
C 3.6726 -4.1223 2.6502
C -3.6881 -1.9088 -2.4670
C 3.1655 -2.7357 0.7287
C -1.9518 3.0378 -1.6266
C 0.5756 3.3029 2.9578
C 0.3664 3.6323 -1.3948
C 0.1330 2.0646 2.5464
C -2.1901 -0.6204 -0.0078
C 0.3502 -0.1003 1.3996
C 3.1795 -2.9361 2.1091
C -1.0384 -2.4625 -1.2002
C 0.0719 -0.1783 -1.1360
C 2.4460 3.1564 1.4923
C 1.7292 3.8848 2.4319
C 3.8086 -3.6602 -0.1089
C 0.8674 -0.6942 0.0577
C -1.0071 4.0370 -1.3752
H -3.0165 3.3299 -1.7865
H 0.0213 3.8057 3.7342
H 2.5649 1.4580 0.2252
H 0.7768 -0.5472 -1.9521
H 1.7763 2.0565 -1.3384
H -2.9048 -1.2148 -2.7825
H -4.3489 -3.8228 0.3495
H 4.8034 -5.5980 -0.2117
H -2.4083 0.9912 -1.6532
H -3.0067 5.7921 -2.2755
H -4.6577 -1.4133 -2.4645
H 2.8079 -2.1592 2.7708
H -0.8275 1.6610 2.8896
H -2.5746 6.9051 -0.9097
H -5.4923 -2.9272 -0.6865
H 3.8892 -3.4664 -1.1764
H 3.3485 3.5541 1.0785
H 1.0991 4.4689 -1.3032
H -3.7117 -2.7536 -3.1528
H -4.5566 -4.2831 -1.3510
H 0.5323 -1.8086 0.0581
H -3.2886 5.2531 -0.5357
H 4.5508 -6.0740 2.2357
H 3.6526 -4.2505 3.7352
H 2.0933 4.8347 2.7930
*
```

- SMILES = COc1ccc([C@H](C2=C([O-])OC(C)(C)OC2=O)[C@H](C(=O)c2ccccc2)S(=O)(=O)c2ccccc2)cc1
- E (Ha) = -2082.0691
- Kohn-Sham gap (eV) = 6.99
- highest occupied orbital energy (eV) = -4.224
- LUMO (eV) = 2.761


Question: What is the E in the fourth record?
Answer: -2440.5286 Ha